The following is a quantum chemistry calculation of a structure of composition C37H26BF4INPRe, from OMol25.

Atoms and positions in Å:
Re  -0.079  0.194  0.326
I  1.718  0.250  -1.666
C  3.048  1.716  -0.750
C  4.358  1.304  -0.740
C  5.367  2.179  -0.325
C  5.043  3.461  0.017
C  3.703  3.899  0.012
C  3.427  5.246  0.323
C  2.151  5.732  0.272
C  1.099  4.849  0.037
C  1.311  3.498  -0.183
P  -0.279  2.594  -0.085
C  -1.128  3.294  -1.534
C  -2.142  4.241  -1.397
C  -2.709  4.808  -2.526
C  -2.270  4.447  -3.791
C  -1.248  3.519  -3.928
C  -0.679  2.943  -2.809
C  -1.076  3.137  1.455
C  -2.449  2.908  1.602
C  -3.068  3.202  2.801
C  -2.322  3.662  3.878
C  -0.957  3.869  3.742
C  -0.327  3.598  2.541
C  2.632  2.996  -0.318
H  4.626  0.314  -1.081
H  6.390  1.838  -0.312
H  5.816  4.166  0.280
H  4.251  5.892  0.589
H  1.948  6.775  0.452
H  0.087  5.230  0.064
H  -2.474  4.544  -0.414
H  -3.492  5.542  -2.419
H  -2.719  4.890  -4.667
H  -0.894  3.249  -4.911
H  0.120  2.227  -2.928
H  -3.023  2.499  0.784
H  -4.132  3.056  2.896
H  -2.800  3.827  4.830
H  -0.372  4.205  4.584
H  0.744  3.727  2.456
C  -4.263  0.087  -1.051
C  -4.641  -1.147  -0.533
C  -3.678  -2.019  -0.055
C  -2.336  -1.653  -0.077
C  -1.962  -0.335  -0.444
C  -2.942  0.494  -0.983
C  -1.239  -2.572  0.202
C  -1.382  -3.968  0.101
C  -0.266  -4.760  0.155
C  0.996  -4.179  0.377
C  2.182  -4.940  0.421
C  3.390  -4.335  0.651
C  3.450  -2.958  0.901
C  2.317  -2.185  0.840
C  1.066  -2.761  0.543
N  -0.049  -2.000  0.405
H  -5.007  0.741  -1.477
H  -5.680  -1.435  -0.528
H  -3.969  -2.982  0.338
H  -2.672  1.468  -1.361
H  -2.354  -4.399  -0.072
H  -0.339  -5.826  -0.004
H  2.111  -6.010  0.292
H  4.298  -4.915  0.665
H  4.396  -2.507  1.155
H  2.377  -1.138  1.092
F  1.068  -0.942  3.226
B  0.653  0.322  3.105
F  -0.705  0.220  2.335
F  1.415  0.963  2.062
F  0.502  1.079  4.173

Values from the calculation:
gap between HOMO and LUMO (spin up / spin down)	4.84 / 5.60	eV
electronic energy	-2621.61621	a.u.
2S+1	2
HOMO (spin up / spin down)	-0.5098 / -0.5098	hartree
total charge	+2
LUMO (spin up / spin down)	-9.03 / -8.28	eV